[1]
ORCA calculation (ωB97M-V/def2-TZVPD) on a molecular structure, C41H28GaNO5P2S7.

The geometry in XYZ format:
```
85
Properties=species:S:1:pos:R:3:forces:R:3:mulliken_charge:R:1
Ga 12.270 14.030 9.999 0.528 0.130 -0.796 0.576
S 7.886 19.460 8.659 -0.484 0.401 0.023 -0.355
C 8.858 18.166 8.942 0.343 -0.328 0.084 0.130
S 10.470 18.090 8.376 0.130 -0.930 0.244 -0.144
C 10.833 16.415 8.937 -0.420 2.274 -0.973 -0.006
C 9.852 15.839 9.622 0.108 -0.413 0.091 -0.172
S 10.030 14.273 10.324 -0.555 -0.549 0.765 0.092
S 8.411 16.760 9.834 -0.635 0.268 0.100 -0.134
S 12.363 15.846 8.508 1.299 -0.880 0.417 -0.386
O 13.105 13.348 11.557 -0.487 -0.332 0.817 -0.068
C 12.263 12.834 12.381 0.080 -0.264 -0.281 -0.812
C 12.891 11.740 13.216 0.472 0.321 -0.243 0.305
C 14.086 11.101 12.842 -0.286 0.318 1.312 -0.734
C 14.612 10.150 13.697 -0.780 -0.252 -0.252 -0.836
C 13.847 9.711 14.788 0.812 -0.457 -0.223 -0.604
C 12.628 10.232 15.104 -1.422 1.552 0.559 -0.170
C 12.170 11.344 14.341 -0.331 -1.178 -0.442 0.658
P 10.492 12.108 14.410 -0.344 -0.400 0.382 -0.071
C 9.950 11.355 16.036 -0.063 -0.428 -1.310 0.083
C 8.944 10.381 16.122 0.382 0.115 -2.542 0.098
C 8.397 10.056 17.328 0.268 0.022 -0.108 -0.733
C 8.914 10.679 18.449 -0.530 -0.520 0.507 -0.310
C 9.983 11.549 18.389 -0.153 -0.545 -0.098 -0.810
C 10.543 11.876 17.175 -0.818 -0.475 -0.255 -0.152
C 9.499 11.120 13.145 2.127 -0.811 0.318 0.249
C 9.952 9.924 12.505 -0.345 0.047 0.208 0.109
C 9.189 9.395 11.475 -0.377 1.371 -0.701 -0.656
C 8.096 10.149 10.992 1.024 -0.893 0.871 -0.411
C 7.711 11.322 11.560 -1.110 0.852 -0.076 -0.570
C 8.403 11.777 12.669 -0.690 1.763 0.577 -0.393
H 14.603 11.441 11.977 0.390 0.199 -0.576 0.680
H 15.550 9.674 13.470 0.246 -0.093 -0.009 0.460
H 14.197 8.886 15.375 0.363 -0.337 0.279 0.357
H 12.036 9.882 15.994 0.719 0.252 -1.142 0.218
H 8.650 9.873 15.134 0.144 0.825 1.737 0.202
H 7.635 9.306 17.318 -0.452 -0.314 0.546 0.409
H 8.537 10.418 19.422 -0.227 -0.031 0.290 0.340
H 10.339 11.848 19.338 0.695 0.680 0.648 0.388
H 11.422 12.455 17.022 0.505 0.752 0.342 0.461
H 10.882 9.406 12.760 -0.260 0.417 0.251 0.399
H 9.473 8.574 10.824 0.294 -0.258 0.606 0.366
H 7.586 9.754 10.173 -0.844 -0.417 -1.379 0.446
H 6.877 11.917 11.127 0.678 -0.496 0.405 0.320
H 8.137 12.752 13.159 0.186 -0.996 -0.653 0.175
O 11.474 12.737 7.239 -1.070 1.575 -2.030 -0.789
C 11.829 12.011 8.101 0.897 -2.771 1.228 0.092
O 12.416 12.302 9.202 -0.223 0.193 0.678 0.448
C 11.708 10.467 7.915 -0.659 -0.302 -0.855 0.153
C 11.247 9.971 6.649 1.462 0.865 0.868 -0.425
C 11.278 8.593 6.427 1.237 0.147 -2.575 -0.471
C 11.751 7.681 7.372 -1.419 0.075 -0.729 -0.462
C 11.983 8.169 8.624 0.759 1.043 0.637 -0.267
C 12.073 9.553 8.903 -0.302 -0.240 1.347 0.571
N 12.338 7.165 9.631 0.735 -1.950 -0.337 1.049
O 12.328 7.410 10.810 -0.203 0.825 0.217 -0.587
O 12.636 6.032 9.202 -0.338 1.159 0.308 -0.675
H 11.167 10.751 5.837 -0.425 -1.143 0.964 0.320
H 11.294 8.273 5.330 -0.652 0.221 1.640 0.224
H 11.813 6.611 7.168 0.081 0.476 0.031 0.486
H 12.406 9.887 9.933 -0.432 -0.325 -1.459 0.442
S 17.421 12.941 11.483 -0.035 -0.264 0.094 -0.599
P 16.643 13.107 9.666 -1.101 -1.313 1.239 0.957
S 15.030 14.217 9.420 -0.285 0.468 -0.515 -0.688
C 17.837 13.908 8.610 1.192 0.322 1.322 0.266
C 18.920 14.542 9.213 1.106 0.602 -1.997 -0.564
C 19.889 15.256 8.433 -2.439 -1.222 1.944 -0.595
C 19.707 15.352 7.094 0.253 -0.595 -0.221 -0.371
C 18.652 14.669 6.511 -0.976 0.701 -1.317 -0.625
C 17.690 14.033 7.271 0.990 0.110 -1.577 -0.332
C 16.340 11.342 9.021 1.145 1.373 -0.338 0.438
C 15.207 11.018 8.300 0.903 -1.270 0.093 -0.547
C 15.167 9.733 7.756 0.418 -1.419 -1.678 0.026
C 16.277 8.830 7.727 -0.366 1.579 1.342 -0.924
C 17.409 9.243 8.428 0.524 -0.439 0.534 -0.408
C 17.426 10.459 9.076 0.328 1.618 0.705 -0.769
H 18.998 14.468 10.253 0.274 -0.067 1.414 0.405
H 20.679 15.788 8.894 0.695 0.294 0.570 0.409
H 20.491 15.905 6.643 0.212 0.411 -1.356 0.362
H 18.367 14.728 5.447 0.791 0.137 0.393 0.273
H 16.891 13.630 6.713 -1.052 -0.572 -0.114 0.427
H 14.438 11.739 8.150 -0.529 0.278 0.070 0.476
H 14.319 9.425 7.140 -0.065 0.198 0.315 0.322
H 16.314 7.838 7.291 -0.596 0.197 -0.230 0.390
H 18.293 8.613 8.583 -0.369 0.018 -0.476 0.302
H 18.303 10.886 9.629 -0.644 -0.953 -0.472 0.265
```
Positions in Å, forces in eV/Å.

Results
Highest occupied orbital energy ... -2.49 eV
ΔE to the lowest compared entry with this formula, charge and spin ... 1.591 eV
Max |F| ... 3.35 eV/A
Net charge ... -2
Gap between HOMO and LUMO ... 5.7 eV
2S+1 ... 1
Total energy ... -201500.8800 eV



[2]
ORCA calculation (ωB97M-V/def2-TZVPD) on a molecular structure, C41H29Cl3F3FeN4O5S2.

The geometry in XYZ format:
```
88
Properties=species:S:1:pos:R:3:forces:R:3:mulliken_charge:R:1
Fe -2.456 -0.930 0.251 0.298 0.144 -0.338 -0.076
O -4.991 2.300 0.233 -0.025 -0.008 -0.106 -0.764
S -3.864 1.406 0.208 0.046 -0.221 0.345 1.916
O -3.384 0.963 1.530 -0.196 0.058 -0.119 -0.677
N -4.027 0.106 -0.693 0.049 0.164 0.014 0.032
C -5.248 -0.577 -0.649 -0.043 -0.111 0.073 -0.856
C -6.430 -0.089 -1.146 -0.024 -0.012 -0.020 -0.267
C -7.604 -0.868 -1.117 0.005 0.002 -0.004 -0.762
C -7.605 -2.134 -0.606 0.033 0.016 -0.007 -0.935
C -6.410 -2.669 -0.070 -0.056 -0.030 -0.001 0.893
C -6.330 -3.959 0.498 0.028 0.004 0.004 -0.495
C -5.150 -4.397 1.025 -0.003 0.026 -0.021 -1.092
C -4.036 -3.539 0.998 -0.061 -0.026 -0.008 0.013
N -4.069 -2.334 0.476 -0.112 0.014 0.049 -0.214
C -5.240 -1.886 -0.076 0.084 0.102 0.011 0.769
C -2.499 2.268 -0.587 0.010 0.009 -0.010 0.242
C -1.698 1.660 -1.726 -0.006 -0.015 -0.028 -0.516
C -1.433 2.520 -2.886 -0.007 0.018 -0.025 -1.769
C -1.709 3.828 -2.881 0.007 -0.027 0.007 -0.619
C -2.368 4.440 -1.743 -0.008 -0.016 0.040 -0.752
C -2.781 3.714 -0.699 -0.022 0.040 0.001 -1.416
H -6.447 0.908 -1.563 0.009 -0.002 0.002 0.511
H -8.517 -0.448 -1.520 -0.007 -0.004 0.001 0.385
H -8.504 -2.736 -0.596 -0.010 -0.004 -0.003 0.393
H -7.213 -4.587 0.511 -0.002 -0.003 -0.003 0.413
H -5.052 -5.379 1.464 -0.001 -0.003 0.003 0.401
H -3.094 -3.864 1.414 0.015 0.000 0.028 0.578
H -1.890 0.620 -1.959 -0.012 0.018 0.029 0.417
H -1.042 2.039 -3.775 -0.008 0.006 0.004 0.674
H -1.504 4.433 -3.756 -0.001 0.001 -0.006 0.495
H -2.592 5.499 -1.773 0.000 0.011 -0.008 0.476
H -3.374 4.164 0.085 0.004 0.001 0.007 0.543
C -0.885 0.528 0.382 -0.079 0.146 -0.062 -1.086
C -1.041 1.825 -0.338 0.031 -0.079 0.023 3.866
C -0.100 2.956 -0.052 0.090 -0.089 0.064 -0.903
C 0.865 3.384 -0.956 0.042 -0.103 0.021 0.003
C 1.794 4.349 -0.589 -0.002 0.023 0.006 -0.564
C 1.760 4.903 0.682 -0.009 -0.001 -0.001 -0.738
C 0.787 4.491 1.586 0.010 0.008 -0.008 -0.879
C -0.137 3.527 1.218 0.017 -0.009 0.012 -0.279
H 0.914 2.937 -1.940 -0.015 0.019 0.004 0.282
H 2.551 4.664 -1.297 0.001 0.002 -0.009 0.482
H 2.485 5.654 0.968 0.006 0.005 0.004 0.427
H 0.752 4.920 2.579 -0.001 0.006 0.005 0.444
H -0.894 3.192 1.919 -0.006 0.003 0.008 0.553
F 0.838 -4.093 0.016 0.035 0.023 -0.028 -0.257
C -0.399 -3.688 -0.263 -0.084 -0.063 -0.065 0.833
F -0.935 -3.255 0.914 -0.002 0.041 0.052 -0.195
F -1.117 -4.765 -0.621 0.008 -0.023 -0.024 -0.327
C -0.455 -2.590 -1.371 0.069 0.221 0.131 0.377
O 0.446 -2.610 -2.187 -0.024 -0.097 -0.083 -0.666
O -1.444 -1.802 -1.287 -0.059 -0.293 0.114 -0.560
Cl 1.802 1.873 -4.604 0.037 0.001 -0.014 -0.189
C 2.590 1.131 -3.247 -0.017 -0.020 -0.003 0.310
C 2.133 -0.084 -2.763 0.018 0.049 0.005 -0.861
C 2.774 -0.651 -1.673 0.080 -0.012 0.023 -0.092
C 3.850 -0.022 -1.050 -0.010 -0.076 -0.017 -1.051
C 4.452 -0.595 0.215 0.069 -0.051 -0.027 -0.225
C 3.905 0.155 1.441 0.025 0.083 0.050 -1.651
N 2.464 0.028 1.533 -0.044 0.069 0.055 0.448
C 1.772 -0.926 2.234 -0.003 -0.015 -0.015 -0.806
C 0.472 -0.795 1.902 0.007 0.003 0.032 -0.854
N 0.350 0.244 0.974 0.034 -0.057 0.022 1.197
C 1.594 0.727 0.784 -0.131 0.008 -0.011 -0.652
O 4.141 -1.970 0.300 -0.072 0.042 -0.085 -0.042
C 5.180 -2.806 0.786 0.032 0.013 -0.001 -1.465
C 5.396 -2.673 2.266 0.006 -0.012 0.020 0.338
C 4.574 -3.216 3.209 -0.012 0.012 -0.019 0.654
Cl 3.188 -4.182 2.911 0.031 -0.046 0.003 -0.139
S 5.039 -2.822 4.810 -0.003 0.006 0.011 -0.174
C 6.372 -1.913 4.237 -0.016 0.003 -0.020 -0.390
C 6.442 -1.922 2.880 -0.003 -0.011 0.007 -0.566
C 4.272 1.197 -1.568 0.039 0.023 0.008 1.023
Cl 5.606 2.051 -0.832 0.007 0.016 -0.016 -0.233
C 3.663 1.783 -2.664 0.005 -0.010 0.007 -0.739
H 1.285 -0.587 -3.205 0.005 -0.041 -0.007 0.601
H 2.420 -1.601 -1.297 0.010 -0.014 -0.013 0.792
H 5.538 -0.447 0.202 -0.015 -0.012 -0.012 0.717
H 4.160 1.213 1.370 -0.009 -0.012 0.016 0.549
H 4.338 -0.243 2.357 -0.001 -0.010 -0.013 0.595
H 2.263 -1.609 2.902 -0.018 0.008 -0.007 0.444
H -0.394 -1.322 2.250 -0.022 0.006 0.005 0.778
H 1.880 1.505 0.110 -0.043 0.140 -0.059 0.707
H 6.114 -2.588 0.257 0.000 -0.003 -0.008 0.380
H 4.875 -3.821 0.536 -0.025 0.015 0.002 0.519
H 7.035 -1.428 4.934 0.014 0.002 0.015 0.452
H 7.215 -1.414 2.320 0.014 0.005 -0.006 0.396
H 4.017 2.727 -3.050 0.001 0.005 -0.001 0.477
```
Positions in Å, forces in eV/Å.

Results
Highest occupied orbital energy (alpha / beta) ... -6.39 / -8.00 eV
ΔE to the lowest compared entry with this formula, charge and spin ... 1.622 eV
Max |F| ... 0.47 eV/A
Gap between HOMO and LUMO (alpha / beta) ... 6.4 / 7.9 eV
2S+1 ... 6
Total energy ... -160961.8503 eV